{
  "formula": "C16H10CeF6N3O7S2",
  "method": "wB97M-V/def2-TZVPD",
  "total_charge": 1,
  "homo_energy_ha": [-0.4064, -0.4064],
  "e_tot_ha": -3177.147541,
  "e_lumo_ev": [-5.529, -5.528],
  "homo_lumo_gap_ev": [5.53, 5.53],
  "fmax_ev_per_a": 4.3,
  "elements": ["Ce", "O", "C", "C", "C", "C", "C", "C", "C", "O", "N", "N", "C", "C", "C", "C", "C", "C", "C", "O", "H", "H", "H", "H", "H", "H", "H", "H", "H", "H", "F", "C", "F", "F", "S", "O", "O", "N", "S", "O", "O", "C", "F", "F", "F"],
  "positions_angstrom": [[0.05128, -0.98937, -0.60554], [2.87285, 2.64595, -0.57241], [2.00392, 3.61925, -0.18909], [2.54003, 4.88538, 0.00192], [1.72091, 5.92855, 0.38398], [0.35420, 5.73002, 0.58439], [-0.17164, 4.46939, 0.41550], [0.64216, 3.39099, 0.03694], [0.03542, 2.05863, -0.06198], [0.65455, 1.11885, -0.82629], [-1.04310, 1.80714, 0.58873], [-1.49505, 0.49793, 0.38101], [-2.72638, 0.28872, 0.67419], [-3.43039, -0.95324, 0.42256], [-4.65025, -1.16262, 1.07821], [-5.38448, -2.30653, 0.84908], [-4.91457, -3.24758, -0.06614], [-3.72334, -3.04771, -0.74757], [-2.99352, -1.90194, -0.50093], [-1.82943, -1.69001, -1.20080], [2.35485, 1.88814, -0.86614], [3.59886, 5.02753, -0.16767], [2.14851, 6.91399, 0.51842], [-0.28580, 6.55359, 0.86737], [-1.22563, 4.29009, 0.57699], [-3.27088, 1.12331, 1.11079], [-5.00219, -0.41135, 1.77529], [-6.32065, -2.46486, 1.36558], [-5.49044, -4.14283, -0.26194], [-3.35993, -3.75783, -1.47785], [5.07590, -0.94151, -0.59257], [4.29710, -0.90969, -1.64260], [4.02652, 0.31859, -2.01008], [4.76611, -1.61798, -2.63381], [2.66229, -1.66521, -1.12224], [2.18985, -0.99182, 0.12749], [1.66125, -1.36314, -2.18850], [2.97637, -3.16088, -0.87205], [1.74693, -3.92821, -0.16566], [1.85898, -5.32887, -0.19175], [0.47866, -3.27727, -0.63114], [1.69656, -3.42151, 1.65142], [2.83806, -2.93057, 2.05529], [0.72338, -2.47230, 1.79059], [1.34221, -4.47120, 2.33898]],
  "lowdin_charge": [1.509, 0.067, -0.245, 0.001, -0.053, -0.070, -0.021, -0.083, -0.335, -0.198, 0.119, -0.095, 0.002, -0.133, -0.011, -0.052, -0.032, 0.017, -0.264, -0.208, 0.058, 0.126, 0.113, 0.108, 0.113, 0.153, 0.125, 0.116, 0.119, 0.133, 0.218, -0.681, 0.213, 0.221, 0.762, -0.353, -0.312, -0.231, 0.755, -0.165, -0.387, -0.636, 0.204, 0.099, 0.213]
}